# 1
A structure of composition C7H14ClI2NNdOP at a distorted geometry. Source: the OMol25 dataset; level of theory: the ωB97M-V functional and the def2-TZVPD basis.

```
! wB97M-V def2-TZVPD RIJCOSX def2/J DEFGRID3
* xyz 2 4
I -2.78502 -1.34089 -0.38801
I -2.76679 1.28767 -0.38070
Nd 1.99541 -0.05803 0.33654
P 0.61444 -0.01619 -2.47560
C -0.96122 -0.00990 -3.38860
C 1.37580 1.38498 -3.36440
H 2.37140 -1.63695 -2.98678
H 1.47526 -1.11168 -4.43449
H 0.72934 -2.26486 -3.30046
C 1.38322 -1.39293 -3.38367
H 2.36053 1.63057 -2.95578
H 1.47624 1.11709 -4.41968
H -0.75042 -0.00743 -4.46643
H -1.52978 0.88780 -3.12479
H 0.71152 2.24986 -3.27296
H -1.53498 -0.90522 -3.12694
C -5.50842 -0.04888 0.00101
O -6.40297 -0.01847 0.66160
Cl 4.45640 0.02200 0.02965
C -0.42955 -0.38044 5.45930
C 0.82583 0.42270 5.05350
C 1.25913 0.19806 3.69971
N 1.61470 0.07724 2.58322
H -1.33119 0.00418 4.97752
H -0.60106 -0.32166 6.54274
H -0.36394 -1.44957 5.19719
H 0.65242 1.50606 5.19457
H 1.66371 0.17491 5.73277
*
```

## Properties
HOMO energy (spin up / spin down)	-0.5487 / -0.5487	Eh
energy	-2362.9244	Eh
energy above the lowest of the compared OMol25 structures with the same formula, charge and spin	1.66	kcal per mole

# 2
A cluster of 2 separate species, C4H4N2O2 in total at a distorted geometry. Source: the OMol25 dataset; level of theory: the ωB97M-V functional and the def2-TZVPD basis.

```
! wB97M-V def2-TZVPD RIJCOSX def2/J DEFGRID3
* xyz 0 1
C -1.18516 -0.07525 1.27145
C 0.91306 0.02071 -0.08976
C 0.56548 -1.32952 -0.74087
C -0.03290 0.64065 0.85320
N -2.05045 -0.71257 1.70714
N -1.16150 1.51929 -0.87114
O 2.03497 0.51847 -0.06500
O -1.14607 2.65148 -0.91238
H 1.43108 -1.39204 -1.49844
H -0.41716 -1.19111 -1.08536
H 0.60022 -2.05465 0.12924
H 0.44844 1.40454 1.30192
*
```

## Properties
HOMO energy (spin up / spin down)	-0.3452 / -0.3457	Eh
energy	-414.6521	Eh
energy above the lowest of the compared OMol25 structures with the same formula, charge and spin	121.81	kcal per mole

# 3
The molecule C25H30N4O5S at a distorted geometry. Source: the OMol25 dataset; level of theory: the ωB97M-V functional and the def2-TZVPD basis.

```
! wB97M-V def2-TZVPD RIJCOSX def2/J DEFGRID3
* xyz 0 1
O 6.10962 1.63159 1.35541
C 5.72178 0.83583 0.54431
N 4.86124 1.13359 -0.49508
C 4.50343 0.04345 -1.25170
O 3.82019 0.08753 -2.24274
C 5.05719 -1.20564 -0.55429
N 4.01561 -1.96013 0.12894
C 3.12257 -2.71259 -0.74015
H 3.61186 -2.89022 -1.69799
C 1.78748 -2.01251 -0.99365
N 1.08485 -1.80554 0.26035
C -0.14560 -1.21111 0.26511
C -0.73673 -0.75683 -0.92870
C -1.96518 -0.13437 -0.91738
C -2.64383 0.04222 0.27388
C -2.11183 -0.44141 1.45475
C -0.88602 -1.07071 1.45270
H -0.50917 -1.46529 2.38236
H -2.67159 -0.31046 2.36783
S -4.17908 0.93096 0.25575
O -4.00913 2.16419 -0.45842
O -4.69599 1.00041 1.59813
N -5.09974 -0.07930 -0.73107
C -5.57440 -1.27168 -0.05849
H -4.78670 -1.60678 0.61766
C -6.86660 -0.99622 0.71829
H -7.29685 -1.92458 1.09816
O -7.84773 -0.42212 -0.11939
C -7.39123 0.79482 -0.67111
H -8.21001 1.17795 -1.28247
C -6.13273 0.57278 -1.51248
H -5.72344 1.52304 -1.85383
H -6.36029 -0.06790 -2.37095
H -7.16117 1.50962 0.13299
H -6.64049 -0.31924 1.55323
H -5.75061 -2.03810 -0.82098
H -2.40958 0.23921 -1.82583
H -0.22275 -0.86645 -1.86788
C 1.93021 -1.84681 1.43373
H 2.07929 -2.88033 1.76761
C 3.27726 -1.19577 1.13030
H 3.07141 -0.16483 0.80834
H 3.86745 -1.15347 2.05085
H 1.46756 -1.28351 2.24288
H 1.17614 -2.64470 -1.64586
H 1.97273 -1.06128 -1.50782
H 2.93940 -3.68563 -0.27099
C 6.08283 -0.62984 0.42242
H 7.09522 -0.69729 0.02044
H 6.07695 -1.12442 1.39098
H 5.51282 -1.87774 -1.28593
C 4.27158 2.44932 -0.69756
C 2.83404 2.43247 -0.23978
C 2.54564 2.37515 1.11939
C 1.23285 2.30198 1.55211
C 0.19690 2.29264 0.63284
C 0.47989 2.34694 -0.72113
C 1.79263 2.40857 -1.15712
H 2.01300 2.43715 -2.21392
H -0.32929 2.34144 -1.43477
H -0.82942 2.24435 0.96388
H 1.01856 2.25892 2.60975
H 3.35536 2.39263 1.83585
H 4.33556 2.69218 -1.76068
H 4.86611 3.15384 -0.11109
*
```

## Properties
HOMO energy	-0.2959	Eh
energy	-1964.0818	Eh
energy above the lowest of the compared OMol25 structures with the same formula, charge and spin	29.71	kcal per mole
SMILES string	O=C1C[C@@H](N2CCN(c3ccc(S(=O)(=O)N4CCOCC4)cc3)CC2)C(=O)N1Cc1ccccc1

# 4
A cluster of 6 separate species, C27H60BN2O8 in total at a distorted geometry. Source: the OMol25 dataset; level of theory: the ωB97M-V functional and the def2-TZVPD basis.

```
! wB97M-V def2-TZVPD RIJCOSX def2/J DEFGRID3
* xyz 1 1
O -0.19137 -1.99200 4.38640
B 0.14972 -1.82708 2.97844
O 0.26294 -2.95247 2.08184
O 0.40732 -0.47167 2.53736
C -0.79980 0.25180 2.24395
N -1.52089 0.72089 3.50044
C -2.62441 1.71691 3.19315
C -1.93627 3.05370 2.63867
N -0.66007 2.83670 1.89123
C -0.58023 1.49343 1.24225
C 0.77118 1.37619 0.36283
C 1.94956 2.35000 0.84231
C 2.44967 2.10084 2.33532
C 1.98873 2.97316 3.56226
C 2.46684 2.75065 5.01412
C 3.49227 1.64097 5.37023
C 3.99785 0.76307 4.16818
C 3.48640 0.97372 2.69743
H 0.12585 -1.15919 4.82385
H 1.13855 -3.37347 2.28684
H -1.53555 -0.48422 1.73512
H -0.77784 1.11515 4.11402
H -1.97884 -0.05653 4.01360
H -3.43528 1.28114 2.52063
H -3.10583 1.96006 4.21388
H -1.68591 3.69610 3.57036
H -2.70179 3.68834 2.04759
H -0.63788 3.52269 1.12449
H -1.46220 1.44680 0.48825
H 0.47263 1.72943 -0.69962
H 1.11450 0.28264 0.21397
H 2.85304 2.12808 0.15225
H 1.70382 3.45230 0.68086
H 1.22861 3.81796 3.38260
H 2.09740 3.41260 5.86186
H 3.89715 1.45700 6.43183
H 4.77306 -0.05482 4.38560
H 3.92746 0.29029 1.90059
C 3.29152 -1.37929 -2.30641
C 3.56023 0.08873 -2.59837
C 3.86786 0.31328 -4.06968
O 4.66224 0.53467 -1.80882
H 4.16688 -1.99153 -2.54570
H 3.08296 -1.52777 -1.24271
H 2.43984 -1.74731 -2.88464
H 2.69031 0.68631 -2.30948
H 4.76333 -0.24016 -4.37083
H 4.07024 1.37029 -4.26298
H 3.03326 -0.00390 -4.70058
H 5.43690 0.01239 -2.05641
C 3.81202 -1.48379 7.66306
C 5.16390 -1.82495 7.05570
C 6.02947 -2.60330 8.03362
O 5.83436 -0.62133 6.68275
H 3.93070 -0.85660 8.55277
H 3.20472 -0.91460 6.95331
H 3.26592 -2.38795 7.94433
H 5.01969 -2.41236 6.14437
H 6.22496 -2.01494 8.93587
H 7.00141 -2.83172 7.58840
H 5.54979 -3.54092 8.32584
H 5.96716 -0.09421 7.48218
C -3.87848 1.80592 -2.42623
C -4.63882 1.98914 -1.12201
C -6.11225 1.65279 -1.28724
O -4.50708 3.34175 -0.68218
H -4.27082 2.46904 -3.20381
H -2.82287 2.06292 -2.29479
H -3.94607 0.77583 -2.78096
H -4.20040 1.35073 -0.34786
H -6.58300 2.31050 -2.02493
H -6.64797 1.80056 -0.34492
H -6.24682 0.61842 -1.60731
H -4.89151 3.91417 -1.35943
C -5.24452 -1.75705 -5.44069
C -6.00474 -1.57319 -4.13669
C -7.47796 -1.91071 -4.30255
O -5.87408 -0.22063 -3.69752
H -5.63772 -1.09458 -6.21857
H -4.18962 -1.50009 -5.30996
H -5.31174 -2.78879 -5.79483
H -5.56661 -2.20991 -3.36282
H -7.94834 -1.25357 -5.04105
H -8.01424 -1.76328 -3.36112
H -7.61196 -2.94706 -4.62248
H -6.25888 0.35134 -4.37567
C 1.74273 -2.35748 -7.91364
C 0.98103 -2.17374 -6.61069
C -0.49272 -2.50862 -6.77891
O 1.11325 -0.82282 -6.17015
H 1.35181 -1.69349 -8.69140
H 2.79755 -2.10248 -7.78101
H 1.67431 -3.38877 -8.26902
H 1.41697 -2.81202 -5.83694
H -0.96104 -1.84984 -7.51738
H -1.02998 -2.36122 -5.83782
H -0.62809 -3.54450 -7.10017
H 0.73061 -0.24948 -6.84782
*
```

## Properties
HOMO energy	-0.3912	Eh
energy	-1800.7267	Eh

# 5
The molecule C4H8BrOP at a distorted geometry. Source: the OMol25 dataset; level of theory: the ωB97M-V functional and the def2-TZVPD basis.

```
! wB97M-V def2-TZVPD RIJCOSX def2/J DEFGRID3
* xyz 0 1
C -1.43063 1.64351 -1.06018
C -0.97947 0.74555 -0.22194
C 1.41211 -1.88023 0.06701
C 0.40846 0.71380 0.34746
O 0.53132 0.40248 1.64573
P 1.57564 -0.26460 -0.83737
Br 3.52318 0.29434 -0.06114
H -2.45769 1.70227 -1.37034
H -0.75998 2.55945 -1.06603
H -1.64615 0.05128 0.24853
H 1.64748 -2.74328 -0.58409
H 0.43193 -2.24034 0.18169
H 2.00056 -1.78864 1.03578
H 0.89048 1.67642 0.37594
H 0.13581 -0.47961 1.80388
*
```

## Properties
HOMO energy	-0.3249	Eh
energy	-3147.7692	Eh
energy above the lowest of the compared OMol25 structures with the same formula, charge and spin	23.95	kcal per mole
SMILES string	C=C[C@@H](O)P(C)Br